136
Properties=species:S:1:pos:R:3:forces:R:3:lowdin_charge:R:1 method="wB97M-V/def2-TZVPD" orbital_gap_ev="4.31 / 3.55" total_charge=+1 relative_energy_ev=6.271 max_force_ha_per_bohr=0.0600 spin_multiplicity=2 e_lumo_ev="-5.66 / -6.42"
Cu 4.572 -1.677 2.539 0.5 -1.1 -0.4 0.805
O -0.154 -2.806 0.246 0.9 0.5 0.3 0.212
C 0.983 -2.354 0.745 -1.6 -1.2 -0.5 -0.771
O 1.091 -1.663 1.754 0.2 1.0 1.1 0.199
O 2.063 -2.704 0.273 1.9 -0.3 -0.8 0.247
H -0.790 -2.455 0.874 -1.2 0.0 0.0 0.138
C 3.482 6.304 -6.457 0.3 0.5 -0.2 -0.110
O 3.920 5.451 -5.412 -0.1 0.0 0.1 -0.185
C 5.245 4.996 -5.618 0.9 0.0 -0.2 -0.233
C 5.793 4.235 -4.382 -2.1 1.0 -0.5 -0.177
N 4.869 3.151 -4.078 0.0 -1.8 0.9 -0.072
C 4.980 2.020 -4.975 1.4 -1.0 -0.4 -0.219
C 4.169 0.745 -4.659 -0.6 1.7 0.0 -0.215
O 2.875 1.000 -5.222 -0.2 -2.0 0.0 -0.186
C 2.114 -0.226 -5.126 -0.7 1.0 0.5 -0.101
H 3.960 7.283 -6.415 0.2 0.2 0.4 0.083
H 2.409 6.490 -6.420 0.0 -0.4 0.3 0.088
H 3.744 5.951 -7.455 -0.1 -0.6 -0.1 0.085
H 5.900 5.825 -5.884 0.1 0.3 0.1 0.118
H 5.262 4.336 -6.486 0.0 -0.2 -0.2 0.107
H 5.776 4.924 -3.538 0.0 0.1 0.1 0.110
H 6.828 3.911 -4.492 -0.2 -0.3 -0.3 0.119
H 3.889 3.372 -4.184 0.0 1.2 0.4 0.102
H 6.020 1.698 -5.031 0.3 0.1 0.2 0.114
H 4.764 2.368 -5.985 -0.4 -0.6 -0.4 0.109
H 4.095 0.540 -3.591 -0.2 0.5 0.5 0.112
H 4.589 -0.203 -4.996 0.3 0.2 -0.9 0.107
H 1.666 -0.284 -4.134 0.5 -0.4 0.6 0.076
H 2.712 -1.105 -5.363 0.0 0.0 0.0 0.082
H 1.192 -0.220 -5.709 0.5 0.4 -0.8 0.084
C -0.291 3.838 -1.030 1.0 0.4 0.1 -0.122
O -1.013 5.014 -1.349 0.3 -0.3 0.5 -0.191
C -0.130 5.984 -1.909 -1.0 1.1 -0.6 -0.213
C -0.918 7.345 -2.075 -0.1 -1.5 1.5 -0.157
N -1.521 7.793 -0.730 1.9 -0.7 -2.3 -0.054
C -2.349 8.947 -1.007 -0.2 -0.4 2.2 -0.229
C -2.909 9.513 0.311 -0.9 -0.1 -0.6 -0.209
O -3.963 8.681 0.821 0.5 0.2 -0.4 -0.187
C -4.457 9.051 2.080 0.2 -0.4 0.8 -0.132
H -0.839 3.050 -0.513 -0.6 0.4 -0.3 0.082
H 0.550 4.093 -0.384 0.1 0.2 0.5 0.078
H 0.228 3.427 -1.896 -0.4 -0.2 -0.5 0.080
H 0.175 5.597 -2.882 0.1 0.2 -0.4 0.113
H 0.798 6.130 -1.356 -0.1 -0.1 0.6 0.114
H -1.688 7.164 -2.825 -0.5 -0.1 0.0 0.102
H -0.298 8.109 -2.544 0.3 0.1 0.5 0.108
H -2.067 7.002 -0.420 -0.3 0.0 0.1 0.093
H -3.171 8.617 -1.643 -0.2 0.8 -0.5 0.123
H -1.685 9.740 -1.351 -0.3 0.0 -0.7 0.121
H -3.323 10.493 0.072 -0.2 0.3 0.1 0.115
H -2.110 9.660 1.037 0.1 -0.3 0.2 0.119
H -5.040 9.969 2.159 -0.1 0.3 -0.7 0.084
H -3.667 9.156 2.824 0.4 0.0 0.0 0.081
H -5.082 8.238 2.449 -0.1 0.0 -0.2 0.079
C 3.785 -5.148 3.653 -0.3 0.6 0.9 -0.105
O 4.770 -4.559 2.813 1.0 -0.5 -0.3 -0.227
C 6.065 -5.260 2.815 0.6 0.6 -0.7 -0.164
C 6.919 -4.785 1.605 -1.6 0.9 0.9 -0.174
N 7.172 -3.318 1.655 0.3 0.3 -0.5 -0.067
C 8.049 -2.939 0.519 -0.7 0.0 -1.8 -0.179
C 7.446 -3.329 -0.885 0.8 0.1 0.6 -0.213
O 7.737 -4.654 -1.276 -0.1 0.1 1.9 -0.220
C 7.200 -4.992 -2.521 0.7 -0.3 0.0 -0.101
H 4.156 -5.182 4.678 0.1 -0.3 0.1 0.093
H 3.353 -6.111 3.381 0.7 -0.2 -0.5 0.095
H 2.926 -4.480 3.701 0.1 0.3 -0.3 0.080
H 5.962 -6.341 2.719 -0.5 0.0 -0.1 0.127
H 6.659 -5.103 3.715 -0.5 0.3 0.5 0.120
H 6.243 -4.973 0.771 0.6 0.0 -0.4 0.117
H 7.884 -5.282 1.503 -0.3 -0.6 0.1 0.134
H 7.803 -3.106 2.415 -0.3 -0.3 0.8 0.100
H 9.079 -3.282 0.617 0.0 -1.0 0.0 0.122
H 8.258 -1.869 0.496 -0.8 0.3 0.2 0.110
H 7.860 -2.659 -1.638 0.1 0.3 -0.1 0.120
H 6.364 -3.197 -0.899 -0.3 0.2 0.3 0.114
H 7.903 -4.532 -3.216 -0.6 -0.2 -0.9 0.096
H 6.159 -4.695 -2.645 0.0 0.3 -0.1 0.089
H 7.235 -6.080 -2.567 0.1 0.1 -0.3 0.096
C -4.521 3.554 7.588 -1.2 -0.2 0.9 -0.108
O -5.595 3.511 6.672 0.2 -0.4 -0.1 -0.186
C -5.726 4.625 5.835 0.2 0.1 -1.3 -0.241
C -6.947 4.399 4.945 -1.0 -0.8 0.5 -0.203
N -6.838 3.460 3.807 1.0 1.4 -0.3 -0.046
C -6.155 4.159 2.681 -1.0 -1.0 -0.2 -0.196
C -5.928 3.148 1.521 0.2 0.7 1.1 -0.192
O -4.979 2.139 1.928 -1.1 0.8 -0.1 -0.194
C -4.716 1.297 0.844 1.5 -0.2 0.1 -0.140
H -4.720 2.741 8.286 0.1 -0.2 -0.1 0.085
H -4.657 4.448 8.197 0.6 0.4 0.0 0.086
H -3.510 3.417 7.206 -0.1 0.3 -0.5 0.085
H -4.854 4.720 5.187 0.4 -0.1 -0.2 0.110
H -5.761 5.583 6.354 -0.4 0.0 0.5 0.120
H -7.427 5.313 4.596 0.6 0.3 -0.3 0.114
H -7.734 4.023 5.599 0.0 -0.3 0.2 0.113
H -6.281 2.649 4.036 0.1 -0.1 0.4 0.096
H -5.275 4.744 2.947 0.7 -0.5 0.1 0.103
H -6.849 4.957 2.417 -0.2 -0.2 -0.7 0.110
H -5.568 3.649 0.623 0.2 0.2 -0.1 0.114
H -6.874 2.667 1.271 -0.2 -0.1 0.1 0.120
H -3.939 0.618 1.196 -0.2 -0.4 0.0 0.079
H -4.220 1.867 0.059 -0.2 0.1 -0.5 0.081
H -5.551 0.731 0.428 -0.3 0.1 0.2 0.091
C 2.151 -7.786 -1.882 0.3 -0.1 0.2 -0.081
C 0.642 -7.913 -1.727 1.1 -0.2 0.3 -0.433
C 0.245 -8.153 -0.248 -1.4 0.1 0.4 -0.176
O -1.155 -8.532 -0.065 0.1 -0.2 0.3 -0.200
C -1.515 -8.495 1.334 0.3 0.2 -0.5 -0.108
N 0.048 -6.694 -2.252 -1.0 -0.5 0.3 0.043
H 2.583 -7.166 -1.097 0.2 -0.1 0.2 0.068
H 2.418 -7.299 -2.820 -0.3 0.0 -0.1 0.078
H 2.593 -8.782 -1.917 0.3 0.1 0.4 0.079
H 0.440 -8.764 -2.378 -0.9 0.0 0.2 0.141
H 0.306 -7.194 0.269 0.5 0.5 0.0 0.106
H 0.837 -8.840 0.356 0.4 -0.4 -0.5 0.119
H -2.511 -8.855 1.589 -0.1 -0.3 -1.0 0.084
H -1.534 -7.465 1.689 0.4 0.3 0.1 0.075
H -0.835 -9.101 1.932 0.3 0.1 0.0 0.081
H 0.333 -5.923 -1.666 0.6 0.3 0.1 0.061
H -0.908 -6.801 -1.943 -0.8 0.3 -0.6 0.065
C -6.740 -5.969 0.412 -0.5 1.8 0.3 -0.048
C -5.722 -4.791 0.555 -0.1 -0.6 0.2 -0.421
C -5.481 -4.362 2.011 -0.7 -0.2 0.3 -0.232
O -4.364 -3.535 2.125 1.2 1.4 0.2 -0.221
C -4.118 -3.086 3.474 0.4 -1.4 -0.8 -0.081
N -4.505 -5.209 -0.096 0.7 -0.1 -0.3 0.034
H -7.135 -5.969 -0.604 0.5 -0.4 -0.1 0.077
H -7.634 -5.729 0.987 0.0 -0.1 0.4 0.071
H -6.365 -6.935 0.750 0.2 0.1 -0.2 0.076
H -6.051 -3.900 0.020 -0.4 0.0 -0.1 0.134
H -5.327 -5.245 2.631 -0.1 -0.4 0.2 0.123
H -6.303 -3.773 2.419 -0.7 -0.3 -0.1 0.127
H -4.875 -2.433 3.909 -0.2 0.0 -0.3 0.091
H -3.133 -2.622 3.522 -0.2 0.3 -0.3 0.076
H -4.011 -4.004 4.051 -0.3 0.0 0.6 0.082
H -4.233 -6.137 0.193 0.0 -0.2 0.1 0.063
H -3.749 -4.596 0.176 0.1 0.2 -0.1 0.054